[1]
A cluster of 11 separate species, C47H108N7O15 in total in a non-equilibrium geometry, computed with wB97M-V/def2-TZVPD.

Output
- net charge = +3
- LUMO energy (eV) = -4.630
- electronic energy (Ha) = -3366.59494
- gap between HOMO and LUMO (Eh) = 0.3188

Each line ends with the Mulliken charge.
Atoms and positions in Å:
1 C 14.819 -18.383 -9.990  -0.631
2 C 14.389 -19.656 -10.711  0.919
3 O 13.859 -19.756 -11.764  -0.670
4 N 14.804 -20.756 -10.018  -0.046
5 H 15.363 -20.550 -9.156  0.168
6 H 15.051 -15.589 -6.560  0.298
7 C 14.549 -22.109 -10.425  -1.083
8 H 15.256 -17.676 -10.685  0.201
9 H 15.476 -18.436 -9.155  -0.041
10 H 13.884 -17.927 -9.620  0.267
11 H 14.214 -22.150 -11.452  0.441
12 H 13.888 -22.643 -9.743  0.315
13 H 15.553 -22.546 -10.486  0.282
14 C 17.088 -14.463 -15.433  -1.171
15 C 17.643 -15.497 -14.504  0.686
16 O 18.724 -15.332 -13.915  -0.593
17 N 16.819 -16.491 -14.191  -0.145
18 H 16.033 -16.544 -14.778  0.193
19 H 11.904 -18.886 -11.159  0.305
20 C 17.140 -17.630 -13.389  -0.658
21 H 16.002 -14.590 -15.466  0.327
22 H 17.539 -14.718 -16.350  0.303
23 H 17.338 -13.457 -15.083  0.298
24 H 17.506 -18.473 -13.936  0.417
25 H 16.234 -17.914 -12.800  0.086
26 H 17.864 -17.316 -12.640  0.185
27 C 5.036 -19.563 -13.015  -0.910
28 C 6.089 -19.949 -14.028  0.593
29 O 6.135 -19.622 -15.143  -0.367
30 N 7.254 -20.982 -13.558  -0.097
31 H 7.699 -20.416 -12.809  0.324
32 H 6.796 -21.684 -13.178  0.349
33 C 8.315 -21.432 -14.630  -0.727
34 H 4.162 -19.380 -13.624  0.363
35 H 5.467 -18.610 -12.663  0.301
36 H 4.913 -20.370 -12.255  0.321
37 H 7.881 -21.921 -15.527  0.343
38 H 9.101 -21.914 -14.029  0.268
39 H 8.698 -20.529 -15.063  0.356
40 C 22.532 -10.586 -9.791  -1.307
41 C 22.367 -11.912 -9.021  -0.927
42 C 21.061 -12.320 -8.362  0.297
43 C 21.486 -13.210 -7.281  -1.321
44 N 20.445 -13.957 -6.579  0.802
45 C 19.430 -13.006 -5.886  -1.255
46 C 18.852 -13.752 -4.713  0.378
47 C 19.816 -14.985 -4.506  -0.644
48 C 20.962 -14.747 -5.513  -0.693
49 C 19.862 -14.853 -7.649  -0.839
50 H 22.201 -9.833 -9.053  0.333
51 H 21.933 -10.506 -10.701  0.317
52 H 23.616 -10.507 -10.005  0.368
53 H 23.119 -11.946 -8.263  0.481
54 H 22.713 -12.712 -9.692  0.269
55 H 20.361 -12.676 -9.134  0.350
56 H 20.605 -11.439 -7.934  0.432
57 H 21.953 -12.701 -6.441  0.379
58 H 22.280 -13.953 -7.605  0.392
59 H 18.689 -12.719 -6.579  0.717
60 H 20.041 -12.233 -5.605  0.417
61 H 17.822 -14.012 -5.046  -0.612
62 H 18.858 -13.127 -3.857  0.678
63 H 19.321 -15.958 -4.742  -0.049
64 H 20.229 -15.011 -3.481  0.522
65 H 21.483 -15.640 -5.874  0.369
66 H 21.707 -14.080 -5.051  0.444
67 H 19.384 -15.714 -7.047  0.149
68 H 20.654 -15.264 -8.217  0.442
69 H 19.143 -14.274 -8.163  0.154
70 C 15.301 -9.516 -6.257  -1.394
71 C 16.036 -10.830 -5.961  0.257
72 C 15.425 -11.596 -4.765  0.123
73 C 14.151 -12.181 -5.289  -0.980
74 N 13.190 -12.785 -4.225  0.527
75 C 13.701 -14.096 -3.603  -0.096
76 C 12.856 -15.188 -4.221  -0.454
77 C 12.029 -14.592 -5.386  -0.461
78 C 11.849 -13.152 -4.875  -0.658
79 C 12.945 -11.778 -3.136  -1.187
80 H 15.509 -9.002 -7.251  0.334
81 H 15.443 -8.819 -5.484  0.437
82 H 14.215 -9.622 -6.206  0.320
83 H 17.071 -10.653 -5.622  0.339
84 H 16.069 -11.458 -6.855  -0.236
85 H 15.317 -10.949 -3.877  0.419
86 H 16.038 -12.460 -4.516  0.006
87 H 14.341 -12.826 -6.126  -0.038
88 H 13.577 -11.333 -5.632  0.289
89 H 13.488 -13.978 -2.514  0.371
90 H 14.740 -14.252 -3.820  -0.078
91 H 12.157 -15.591 -3.482  0.378
92 H 13.359 -16.091 -4.550  0.203
93 H 11.018 -14.997 -5.588  0.508
94 H 12.447 -14.642 -6.412  0.054
95 H 11.230 -13.303 -3.999  0.434
96 H 11.550 -12.432 -5.606  0.384
97 H 12.610 -10.821 -3.607  0.327
98 H 13.846 -11.619 -2.537  0.475
99 H 12.146 -12.032 -2.513  0.466
100 C 24.131 -18.679 -16.173  -0.753
101 O 24.100 -18.193 -14.825  -0.296
102 C 24.421 -19.242 -13.940  -0.589
103 C 24.114 -18.664 -12.521  -0.630
104 N 22.911 -17.818 -12.508  0.335
105 H 22.985 -17.208 -13.362  0.596
106 H 22.010 -18.311 -12.742  0.052
107 C 22.569 -16.882 -11.395  -0.727
108 C 21.672 -15.787 -11.961  -0.303
109 O 22.503 -15.127 -12.903  -0.431
110 C 21.862 -14.171 -13.690  -0.616
111 H 23.424 -19.571 -16.275  0.307
112 H 25.185 -19.007 -16.402  0.281
113 H 23.701 -17.875 -16.769  0.277
114 H 25.496 -19.464 -13.920  0.430
115 H 23.795 -20.192 -13.881  0.330
116 H 24.946 -18.055 -12.285  0.572
117 H 24.053 -19.549 -11.819  0.174
118 H 23.539 -16.458 -11.055  0.439
119 H 22.129 -17.489 -10.567  0.307
120 H 21.426 -15.136 -11.140  0.599
121 H 20.736 -16.224 -12.406  0.208
122 H 22.484 -13.307 -13.803  0.287
123 H 20.852 -13.948 -13.249  0.236
124 H 21.715 -14.626 -14.720  0.210
125 C 24.520 -24.380 -11.940  -0.814
126 O 23.648 -23.600 -11.192  -0.276
127 C 22.787 -24.499 -10.500  -0.726
128 C 21.373 -23.931 -10.572  -0.656
129 N 21.182 -22.600 -9.916  -0.045
130 H 22.033 -22.367 -9.451  0.266
131 H 21.324 -21.033 -10.805  0.263
132 C 20.086 -22.693 -8.993  -0.940
133 C 19.699 -21.434 -8.315  -0.900
134 O 19.243 -20.450 -9.267  0.302
135 C 18.769 -19.256 -8.653  -1.096
136 H 25.286 -23.616 -12.182  0.192
137 H 24.086 -24.674 -12.928  0.317
138 H 24.918 -25.228 -11.396  0.403
139 H 23.136 -24.814 -9.522  0.314
140 H 22.794 -25.464 -11.029  0.515
141 H 20.743 -24.687 -10.123  0.436
142 H 21.059 -23.871 -11.605  0.221
143 H 20.281 -23.445 -8.240  0.495
144 H 19.214 -23.084 -9.574  0.399
145 H 20.540 -21.120 -7.608  0.357
146 H 18.905 -21.617 -7.573  0.454
147 H 17.744 -19.341 -8.305  0.209
148 H 18.699 -18.474 -9.437  0.222
149 H 19.426 -18.869 -7.874  0.407
150 C 10.869 -21.315 -10.885  -0.744
151 C 10.187 -19.911 -11.258  0.601
152 O 10.944 -18.794 -11.018  -0.456
153 O 9.037 -19.784 -11.471  -0.665
154 H 11.976 -21.365 -11.149  0.117
155 H 10.324 -22.126 -11.364  0.321
156 H 10.909 -21.477 -9.817  0.325
157 C 15.344 -12.841 -9.467  -1.328
158 C 15.788 -13.607 -8.274  0.574
159 O 16.971 -13.495 -7.760  -0.414
160 O 14.926 -14.361 -7.769  -0.903
161 H 14.466 -12.261 -9.169  0.297
162 H 15.084 -13.550 -10.258  0.347
163 H 16.153 -12.199 -9.747  0.328
164 C 16.407 -17.715 -4.377  -1.280
165 C 16.222 -16.883 -5.692  0.505
166 O 17.114 -16.837 -6.502  -0.413
167 O 15.088 -16.231 -5.742  -0.153
168 H 15.824 -17.300 -3.555  0.340
169 H 17.499 -17.841 -4.182  0.307
170 H 15.902 -18.668 -4.539  0.404
171 C 19.255 -20.815 -12.445  -0.832
172 C 20.429 -19.922 -12.260  1.010
173 O 21.422 -20.165 -11.442  -0.478
174 O 20.443 -18.871 -12.905  -0.888
175 H 18.424 -20.166 -12.387  0.040
176 H 19.174 -21.640 -11.798  0.076
177 H 19.442 -21.015 -13.497  0.462



[2]
A cluster of 11 separate species, C47H110FIN3O12 in total in a non-equilibrium geometry, computed with wB97M-V/def2-TZVPD.

Output
- net charge = +1
- LUMO energy (eV) = -4.217
- electronic energy (Ha) = -3320.82661
- gap between HOMO and LUMO (Eh) = 0.2672

Each line ends with the Mulliken charge.
Atoms and positions in Å:
1 C 2.960 4.105 3.096  -0.448
2 C 4.165 4.099 2.035  -0.505
3 C 3.634 3.673 0.561  -0.815
4 C 3.212 2.109 0.524  0.418
5 C 4.489 1.119 0.527  -0.855
6 C 3.948 -0.403 0.483  1.023
7 C 4.638 -1.261 1.651  -0.977
8 C 3.694 -2.442 2.231  -0.508
9 C 3.785 -3.800 1.377  -0.466
10 C 2.795 -4.878 2.057  -0.746
11 C 1.823 -5.607 0.986  -0.651
12 C 0.457 -4.789 0.749  -0.593
13 C 0.710 -3.363 0.067  0.123
14 C -0.665 -2.602 -0.341  0.501
15 C -0.864 -1.335 0.610  0.332
16 C -1.986 -0.283 0.174  1.557
17 N -2.159 0.177 -1.205  0.645
18 C -1.020 0.901 -1.788  -0.274
19 C 0.511 0.465 -1.803  0.175
20 O -1.293 1.977 -2.390  -0.587
21 C -2.797 -0.772 -2.110  0.735
22 C -2.110 -1.288 -3.483  -0.714
23 O -3.961 -1.221 -1.893  -0.551
24 C -1.542 1.047 1.027  -0.147
25 C -2.433 2.389 0.833  -0.239
26 C -2.143 3.407 2.046  -0.267
27 C -2.248 4.934 1.550  -0.489
28 C -1.467 5.969 2.484  -0.232
29 N -1.388 5.542 3.933  -0.618
30 C -1.938 0.665 2.557  -1.054
31 N -2.921 -0.229 2.507  0.835
32 F -3.565 -0.872 3.500  -0.169
33 C -3.299 -0.593 1.084  -1.606
34 I -3.987 -2.653 1.264  0.153
35 H 1.958 3.777 2.635  -0.250
36 H 2.769 5.118 3.591  0.300
37 H 3.171 3.364 3.947  0.287
38 H 4.605 5.147 1.942  0.392
39 H 4.965 3.343 2.372  0.189
40 H 2.745 4.335 0.278  0.312
41 H 4.495 3.867 -0.165  0.368
42 H 2.582 1.892 1.451  0.182
43 H 2.652 1.914 -0.449  -0.111
44 H 5.135 1.290 1.458  0.457
45 H 5.106 1.327 -0.419  0.052
46 H 2.826 -0.364 0.715  -0.796
47 H 4.169 -0.892 -0.533  0.242
48 H 4.794 -0.540 2.539  0.367
49 H 5.673 -1.658 1.380  0.248
50 H 3.980 -2.715 3.314  0.425
51 H 2.639 -2.005 2.278  0.039
52 H 4.856 -4.207 1.344  0.563
53 H 3.496 -3.609 0.277  0.140
54 H 2.143 -4.308 2.812  0.308
55 H 3.399 -5.632 2.677  0.423
56 H 2.377 -5.805 -0.007  0.253
57 H 1.585 -6.633 1.431  0.337
58 H -0.217 -5.462 0.108  0.334
59 H -0.025 -4.627 1.780  0.140
60 H 1.343 -2.690 0.754  -0.752
61 H 1.321 -3.553 -0.894  0.375
62 H -0.577 -2.354 -1.454  -0.381
63 H -1.494 -3.390 -0.260  0.251
64 H -0.987 -1.749 1.682  0.570
65 H 0.147 -0.776 0.630  -1.209
66 H 1.055 0.965 -2.668  0.672
67 H 0.672 -0.663 -1.734  0.037
68 H 0.977 0.902 -0.838  -0.862
69 H -0.988 -1.409 -3.343  0.191
70 H -2.303 -0.462 -4.251  0.118
71 H -2.614 -2.258 -3.844  0.381
72 H -0.415 1.239 1.133  0.095
73 H -2.022 2.906 -0.115  0.251
74 H -3.532 2.185 0.632  0.226
75 H -2.943 3.229 2.852  0.252
76 H -1.085 3.255 2.485  0.181
77 H -3.355 5.204 1.542  0.205
78 H -1.834 4.980 0.475  0.162
79 H -1.953 7.011 2.500  0.202
80 H -0.382 6.115 2.111  0.123
81 H -0.418 5.239 4.133  0.208
82 H -1.510 6.409 4.492  0.319
83 H -1.461 1.071 3.507  0.608
84 H -4.130 0.000 0.578  0.456
85 C -7.319 -0.059 -0.225  -0.471
86 C -7.856 0.178 1.173  -0.281
87 O -7.752 -1.010 1.948  -0.486
88 H -7.871 -0.863 -0.717  0.295
89 H -7.400 0.846 -0.833  0.336
90 H -6.270 -0.367 -0.191  -0.124
91 H -8.909 0.464 1.135  0.347
92 H -7.300 0.976 1.676  0.211
93 H -6.818 -1.252 1.985  0.229
94 C 8.419 0.814 -3.203  -1.102
95 C 7.820 0.037 -2.048  -0.155
96 O 6.472 -0.315 -2.337  -0.462
97 H 7.839 1.720 -3.397  0.284
98 H 9.453 1.096 -2.991  0.336
99 H 8.398 0.220 -4.121  0.328
100 H 7.823 0.642 -1.138  0.233
101 H 8.390 -0.878 -1.856  0.307
102 H 6.478 -0.857 -3.137  0.265
103 C 2.301 -8.849 -1.366  -0.923
104 C 0.878 -8.329 -1.408  -0.155
105 O 0.652 -7.615 -2.619  -0.526
106 H 3.013 -8.023 -1.441  0.261
107 H 2.491 -9.394 -0.439  0.309
108 H 2.495 -9.514 -2.211  0.361
109 H 0.695 -7.648 -0.575  -0.001
110 H 0.158 -9.152 -1.345  0.334
111 H 0.808 -8.226 -3.351  0.326
112 C -1.971 -1.629 7.725  -1.020
113 C -2.270 -0.172 7.436  -0.221
114 O -2.020 0.121 6.063  -0.358
115 H -0.929 -1.861 7.487  0.262
116 H -2.153 -1.865 8.775  0.355
117 H -2.593 -2.282 7.105  0.315
118 H -1.633 0.476 8.041  0.271
119 H -3.315 0.064 7.661  0.261
120 H -2.594 -0.451 5.538  0.161
121 C 6.959 -8.825 -2.003  -1.026
122 C 6.350 -9.600 -0.851  -0.250
123 O 4.998 -9.934 -1.143  -0.461
124 H 6.391 -7.911 -2.194  0.247
125 H 7.997 -8.557 -1.789  0.345
126 H 6.932 -9.416 -2.924  0.338
127 H 6.360 -8.999 0.061  0.285
128 H 6.908 -10.522 -0.662  0.255
129 H 4.998 -10.473 -1.945  0.272
130 C -2.895 0.421 -8.567  -1.075
131 C -2.621 -0.530 -7.419  -0.146
132 O -1.313 -0.313 -6.902  -0.489
133 H -2.161 0.281 -9.364  0.270
134 H -3.895 0.260 -8.977  0.337
135 H -2.814 1.460 -8.236  0.303
136 H -2.682 -1.566 -7.758  0.350
137 H -3.347 -0.387 -6.611  0.200
138 H -1.268 0.604 -6.596  0.273
139 C -6.308 -6.294 2.883  -0.794
140 C -7.294 -5.407 3.616  -0.200
141 O -6.603 -4.529 4.496  -0.484
142 H -5.717 -6.879 3.592  0.262
143 H -6.825 -6.978 2.206  0.329
144 H -5.604 -5.690 2.303  0.130
145 H -7.981 -6.011 4.212  0.299
146 H -7.882 -4.809 2.912  0.214
147 H -6.005 -3.992 3.960  0.237
148 C 0.455 4.940 -4.534  -0.902
149 C -0.204 4.381 -5.780  -0.292
150 O -0.824 3.133 -5.491  -0.422
151 H 1.203 4.241 -4.150  0.208
152 H 0.940 5.896 -4.744  0.376
153 H -0.282 5.086 -3.739  0.237
154 H 0.538 4.216 -6.563  0.294
155 H -0.963 5.070 -6.163  0.283
156 H -1.485 3.287 -4.803  0.228
157 C -3.988 8.968 -1.284  -1.227
158 C -3.728 8.024 -0.127  -0.158
159 O -2.416 8.228 0.390  -0.310
160 H -3.254 8.812 -2.079  0.293
161 H -4.989 8.818 -1.693  0.373
162 H -3.893 10.010 -0.962  0.329
163 H -3.803 6.986 -0.458  0.214
164 H -4.452 8.184 0.678  0.324
165 H -2.361 9.146 0.689  0.199
166 C 1.581 9.103 0.663  -0.932
167 C 1.252 8.481 -0.681  -0.268
168 O 0.462 7.313 -0.502  -0.242
169 H 2.120 8.391 1.293  0.189
170 H 2.194 9.999 0.539  0.369
171 H 0.666 9.374 1.198  0.229
172 H 2.167 8.193 -1.202  0.292
173 H 0.702 9.185 -1.313  0.255
174 H -0.351 7.578 -0.047  0.066



Which value of net charge does entry 1 give?
+3



What is the gap between HOMO and LUMO in the first record?
0.3188 Eh